# 1
# C7H11BrNS

The ion C7H11BrNS with charge +1 (wB97M-V/def2-TZVPD, OMol25).

Element x y z (Å)
Br 4.120 0.229 -0.256
C 2.275 0.486 -0.013
C 1.424 -0.616 0.116
S 1.884 -2.364 0.022
C 0.190 -2.936 -0.059
N -0.586 -1.714 -0.450
C -0.005 -0.553 0.376
C -0.668 0.746 0.047
C 0.198 1.965 0.386
C 1.624 1.864 -0.043
H -0.226 -3.286 0.835
H 0.210 -3.540 -0.971
H -0.350 -1.511 -1.488
H -1.658 -1.964 -0.360
H -0.337 -0.669 1.468
H -1.590 0.712 0.478
H -0.638 0.863 -1.021
H 0.205 2.134 1.447
H -0.151 2.721 -0.227
H 2.338 2.365 0.560
H 1.828 2.075 -1.063

Properties
charge: +1
SMILES: BrC1=C2SC[NH2+][C@@H]2CCC1
frontier orbital gap: 8.6 eV
LUMO: -3.580 eV
total energy: -89796.9368 eV
energy relative to the best compared isomer or geometry (same formula, charge and spin): 0.1106 eV

Results of the natural (NBO) charge analysis, in e, for atoms 1 through 4:
1 Br 0.172
2 C -0.010
3 C -0.278
4 S 0.314

# 2
# C40H36AsCrIN2O10S

A structure of composition C40H36AsCrIN2O10S (wB97M-V/def2-TZVPD, OMol25).

Element x y z (Å)
Cr -0.919 1.335 0.123
C 3.997 -2.820 1.023
C 3.084 -2.782 -0.194
C 3.408 -3.881 -1.193
O 1.739 -2.926 0.203
C 1.110 -1.637 0.181
C 1.921 -0.894 -0.879
O 3.211 -1.520 -0.822
C 1.982 0.628 -0.679
O 0.706 1.067 -0.919
C 2.846 1.317 -1.756
C 3.270 2.629 -1.544
C 3.853 3.369 -2.559
C 4.020 2.814 -3.823
C 3.600 1.513 -4.048
C 3.022 0.773 -3.023
C 2.593 0.919 0.710
C 1.829 1.231 1.825
C 2.408 1.444 3.070
C 3.779 1.313 3.229
C 4.561 0.976 2.129
C 3.974 0.789 0.887
C -0.428 -1.795 -0.049
O -1.097 -0.653 0.293
C -0.940 -2.874 0.936
C -0.596 -2.756 2.284
C -1.156 -3.578 3.246
C -2.095 -4.540 2.888
C -2.453 -4.665 1.555
C -1.883 -3.836 0.594
C -0.612 -2.223 -1.516
C -1.043 -1.292 -2.451
C -1.132 -1.622 -3.797
C -0.785 -2.893 -4.234
C -0.337 -3.829 -3.309
C -0.247 -3.493 -1.965
H 3.883 -3.777 1.535
H 3.725 -2.014 1.705
H 5.037 -2.688 0.718
H 3.271 -4.862 -0.735
H 4.440 -3.777 -1.532
H 2.740 -3.790 -2.049
H 1.237 -1.150 1.152
H 1.478 -1.067 -1.861
H 3.119 3.076 -0.569
H 4.166 4.389 -2.367
H 4.473 3.390 -4.622
H 3.709 1.070 -5.032
H 2.710 -0.243 -3.222
H 0.756 1.319 1.746
H 1.766 1.717 3.899
H 4.237 1.474 4.198
H 5.635 0.869 2.238
H 4.590 0.527 0.036
H 0.107 -1.993 2.590
H -0.874 -3.455 4.285
H -2.548 -5.174 3.642
H -3.195 -5.396 1.256
H -2.189 -3.942 -0.438
H -1.299 -0.299 -2.111
H -1.469 -0.876 -4.507
H -0.854 -3.152 -5.284
H -0.054 -4.823 -3.636
H 0.117 -4.222 -1.253
O 0.245 5.177 2.454
As -0.872 3.796 2.171
O -0.804 2.936 3.561
O -0.251 3.225 0.721
C -2.516 4.803 1.916
C -2.630 6.084 2.440
C -3.817 6.790 2.302
C -4.901 6.219 1.653
C -4.789 4.952 1.096
C -3.594 4.260 1.216
S -3.438 2.694 0.381
O -4.786 2.234 0.156
O -2.669 1.811 1.320
O -2.644 2.916 -0.814
H 0.828 5.133 1.688
H -1.783 6.513 2.959
H -3.898 7.792 2.707
H -5.835 6.763 1.580
H -5.604 4.487 0.560
I -5.667 -4.356 -1.160
C -4.830 -2.488 -0.918
C -4.528 -1.867 0.272
N -4.006 -0.679 -0.055
N -3.932 -0.488 -1.371
C -4.433 -1.584 -1.916
H -4.629 -2.196 1.291
H -3.649 0.034 0.573
H -4.470 -1.701 -2.986

Properties
charge: -2
multiplicity: 5
expectation value of S²: 6.010
frontier orbital gap (spin up / spin down): 5.5 / 6.6 eV
LUMO (spin up / spin down): 3.479 / 3.479 eV
total energy: -173719.7828 eV
energy relative to the best compared isomer or geometry (same formula, charge and spin): 0.2859 eV

Results of the Mulliken charge analysis, in e, for atoms 1 through 4:
1 Cr 1.239
2 C -1.707
3 C 1.212
4 C -1.879